Record 1
ORCA calculation (ωB97M-V with the def2-TZVPD basis set) on a molecular structure, C4H5O4 in a non-equilibrium geometry.

Computed properties:
HOMO level in eV: -4.22
LUMO level in eV: 3.28
Relative energy (zero: lowest compared OMol25 entry of this formula, charge and spin) in kcal/mol: 51.85

ORCA input file:
```
! wB97M-V def2-TZVPD RIJCOSX def2/J DEFGRID3
* xyz -1 1
O -2.299 -0.503 1.109
C -1.981 0.107 0.062
O -2.620 0.984 -0.547
C -0.549 -0.207 -0.440
C 0.508 0.289 0.562
C 1.927 -0.055 0.038
O 2.810 0.769 0.073
O 2.011 -1.235 -0.521
H -0.399 -1.272 -0.616
H -0.480 0.343 -1.385
H 0.264 -0.151 1.525
H 0.464 1.371 0.441
H 1.966 -0.453 -1.256
*
```



Record 2
ORCA calculation (ωB97M-V with the def2-TZVPD basis set) on a molecular structure, C25H43As3N2O5PtS2 in a non-equilibrium geometry.

Computed properties:
HOMO level (alpha / beta) in eV: -12.64 / -12.64
LUMO level (alpha / beta) in eV: -8.72 / -8.71
Relative energy (zero: lowest compared OMol25 entry of this formula, charge and spin) in kcal/mol: 85.73

ORCA input file:
```
! wB97M-V def2-TZVPD RIJCOSX def2/J DEFGRID3
* xyz 2 1
Pt 0.418 -0.026 -1.623
O 0.866 0.265 4.007
C 2.159 0.594 3.888
C 2.823 1.031 5.033
C 4.152 1.379 4.956
C 4.860 1.306 3.746
C 4.217 0.879 2.617
C 2.852 0.514 2.655
C 2.141 0.077 1.474
O 0.934 -0.231 1.459
N 2.928 -0.012 0.336
N 2.346 -0.199 -0.839
C 3.294 -0.562 -1.745
S 2.875 -1.047 -3.338
C 4.493 -1.810 -3.681
C 5.538 -0.982 -2.967
S 4.938 -0.648 -1.286
H 0.553 -0.032 3.134
H 2.272 1.081 5.962
H 4.662 1.714 5.851
H 5.904 1.582 3.712
H 4.750 0.818 1.679
H 4.629 -1.811 -4.761
H 4.462 -2.836 -3.318
H 5.717 -0.030 -3.467
H 6.481 -1.518 -2.876
C -0.547 2.762 -4.824
C -0.193 1.358 -4.364
C 0.351 0.528 -5.518
O 0.818 1.450 -3.302
C -1.414 0.637 -3.777
O -2.445 0.575 -4.387
O -1.280 0.001 -2.605
H 0.316 3.211 -5.321
H -0.844 3.398 -3.997
H -1.366 2.720 -5.540
H 1.182 1.051 -5.994
H -0.433 0.374 -6.257
H 0.699 -0.446 -5.167
H 1.436 2.161 -3.506
C -1.742 2.942 -1.184
As -0.570 1.766 -0.200
C 0.700 2.947 0.653
C -1.675 1.101 1.261
C -2.562 -0.144 1.110
C -3.529 -0.010 -0.060
C -1.744 -1.438 1.034
As -0.607 -1.895 -0.478
C -1.739 -2.833 -1.722
C 0.621 -3.215 0.197
C -3.358 -0.219 2.437
As -4.513 -1.828 2.688
C -3.286 -2.839 3.848
C -5.582 -1.045 4.126
H -2.220 3.591 -0.448
H -2.501 2.373 -1.717
H -1.165 3.556 -1.866
H 0.154 3.590 1.344
H 1.191 3.560 -0.099
H 1.437 2.376 1.209
H -2.314 1.961 1.481
H -0.988 0.988 2.099
H -3.028 0.035 -1.031
H -4.126 0.899 0.055
H -4.225 -0.850 -0.077
H -2.437 -2.287 1.029
H -1.106 -1.549 1.911
H -2.191 -3.656 -1.167
H -1.143 -3.229 -2.541
H -2.505 -2.163 -2.100
H 0.038 -3.955 0.746
H 1.334 -2.745 0.867
H 1.131 -3.699 -0.633
H -4.023 0.649 2.476
H -2.683 -0.145 3.295
H -2.586 -3.433 3.260
H -3.878 -3.532 4.445
H -2.734 -2.182 4.522
H -6.252 -0.292 3.713
H -4.952 -0.595 4.893
H -6.188 -1.831 4.574
*
```



Record 3
ORCA calculation (ωB97M-V with the def2-TZVPD basis set) on 2 unconnected molecules or ions with the total composition C3H7NO4 in a non-equilibrium geometry.

Computed properties:
HOMO level in eV: -9.91
SMILES: O=C(O)[C@@H]1CN1.OO
LUMO level in eV: 0.43
Relative energy (zero: lowest compared OMol25 entry of this formula, charge and spin) in kcal/mol: 117.65

ORCA input file:
```
! wB97M-V def2-TZVPD RIJCOSX def2/J DEFGRID3
* xyz 0 1
C 1.332 -0.636 -0.125
C 0.184 0.320 -0.327
C 0.460 1.724 -0.708
H -3.276 -0.480 -0.799
H -2.313 -0.820 1.393
H 1.774 0.527 1.264
H -0.697 -0.130 -0.662
H -0.275 2.238 -1.328
H 1.496 2.057 -0.859
H -0.847 1.637 0.898
N 0.109 1.393 0.662
O -2.668 0.016 -0.248
O -2.062 -1.044 0.499
O 2.193 -0.243 0.826
O 1.476 -1.632 -0.775
*
```



Record 4
ORCA calculation (ωB97M-V with the def2-TZVPD basis set) on a molecular structure, C54H60ClGe2KN8O2 in a non-equilibrium geometry.

Computed properties:
HOMO level in eV: -0.41
LUMO level in eV: 3.62

ORCA input file:
```
! wB97M-V def2-TZVPD RIJCOSX def2/J DEFGRID3
* xyz -2 1
K 0.659 -0.822 0.114
C 3.335 3.106 -4.757
C 2.052 3.485 -4.367
C 1.552 3.033 -3.168
C 2.351 2.204 -2.353
N 3.583 1.837 -2.735
C 4.043 2.283 -3.900
N 1.828 1.701 -1.182
C 2.583 1.702 -0.112
N 2.334 0.905 0.944
C 3.270 1.124 1.898
N 3.558 0.449 2.964
C 3.052 -0.832 3.170
C 2.959 -1.282 4.497
C 2.580 -2.588 4.733
C 2.314 -3.424 3.656
C 2.444 -2.900 2.380
N 2.798 -1.641 2.135
C 4.090 2.306 1.522
C 5.070 2.991 2.213
C 5.674 4.065 1.573
C 5.302 4.421 0.279
C 4.325 3.714 -0.415
C 3.722 2.641 0.226
H 3.768 3.426 -5.696
H 1.451 4.133 -4.995
H 0.562 3.298 -2.832
H 5.046 1.956 -4.161
H 3.186 -0.593 5.298
H 2.488 -2.951 5.750
H 2.009 -4.453 3.792
H 2.238 -3.510 1.507
H 5.341 2.692 3.217
H 6.443 4.635 2.082
H 5.788 5.262 -0.201
H 4.061 4.002 -1.422
C -5.963 -0.010 2.236
C -4.459 0.176 2.413
Ge -3.657 1.047 0.836
C -3.841 -0.116 -0.750
C -4.846 0.377 -1.785
C -4.734 2.767 0.690
C -3.847 3.767 0.882
Ge -2.095 2.840 0.675
C -1.623 2.974 -1.240
C -1.693 4.372 -1.846
C -0.502 3.212 1.771
C 0.375 4.357 1.267
C -4.193 5.187 1.084
C -3.258 6.188 0.821
C -3.566 7.528 1.002
C -4.818 7.900 1.469
C -5.755 6.915 1.759
C -5.444 5.579 1.575
H -6.418 -0.514 3.094
H -6.184 -0.617 1.354
H -6.475 0.946 2.106
H -3.965 -0.786 2.528
H -4.251 0.761 3.312
H -4.103 -1.117 -0.399
H -2.849 -0.209 -1.196
H -5.863 0.405 -1.384
H -4.858 -0.265 -2.671
H -4.613 1.394 -2.113
H -5.801 2.984 0.597
H -2.316 2.313 -1.767
H -0.639 2.520 -1.367
H -2.677 4.824 -1.691
H -1.515 4.361 -2.928
H -0.951 5.046 -1.410
H 0.083 2.288 1.726
H -0.783 3.353 2.817
H 0.694 4.175 0.237
H 1.283 4.457 1.867
H -0.143 5.320 1.293
H -2.273 5.908 0.467
H -2.819 8.282 0.785
H -5.058 8.945 1.620
H -6.730 7.191 2.143
H -6.170 4.815 1.825
N -0.972 0.595 4.234
C -0.788 -0.835 4.476
C -1.486 -1.802 3.513
C -1.185 -1.589 2.023
O -0.601 -2.500 1.411
O -1.543 -0.480 1.511
H -1.917 0.746 3.891
H -0.395 0.855 3.440
H -1.141 -1.064 5.489
H 0.284 -1.041 4.481
H -2.568 -1.728 3.663
H -1.191 -2.821 3.771
N 0.964 -3.251 -1.999
C 1.579 -4.095 -2.718
C 2.827 -4.716 -2.533
C 4.025 -4.175 -3.064
C 5.214 -4.873 -3.027
C 5.310 -6.140 -2.453
C 4.150 -6.665 -1.884
C 2.951 -5.985 -1.910
H 3.993 -3.193 -3.523
H 6.097 -4.403 -3.451
H 6.247 -6.680 -2.429
H 4.178 -7.637 -1.398
H 2.067 -6.434 -1.472
Cl -3.389 -7.118 -5.407
C -2.512 -5.835 -4.585
C -1.511 -5.162 -5.262
C -0.827 -4.148 -4.607
C -1.140 -3.799 -3.291
C -0.346 -2.766 -2.556
C -2.144 -4.508 -2.641
C -2.842 -5.526 -3.279
H -1.261 -5.439 -6.278
H -0.032 -3.623 -5.116
H -0.122 -1.917 -3.202
H -0.946 -2.404 -1.717
H -2.377 -4.263 -1.612
H -3.626 -6.070 -2.770
C -3.105 1.666 -5.475
C -1.767 0.930 -5.541
C -1.238 0.660 -4.208
N -0.832 0.441 -3.159
H -3.490 1.836 -6.480
H -2.991 2.629 -4.978
H -3.837 1.086 -4.914
H -1.020 1.515 -6.081
H -1.864 -0.025 -6.061
*
```